(1)
The following is a quantum chemistry calculation of a 13-piece molecular cluster, C52H143N13O13 overall, from OMol25.

```
221
C52H143N13O13 ωB97M-V with the def2-TZVPD basis set
C -13.02809 -6.08631 1.80729
C -12.90265 -7.37272 2.61587
C -13.91494 -7.53183 3.78261
O -13.69352 -8.81096 4.39578
C -13.70005 -8.75850 5.79803
N -13.08048 -8.56317 1.71926
H -12.16522 -5.92072 1.16594
H -13.22865 -5.18249 2.38711
H -13.89386 -6.15464 1.14339
H -11.92040 -7.36089 3.10268
H -14.89964 -7.58372 3.31663
H -13.72923 -6.78003 4.55055
H -14.71426 -8.59560 6.18026
H -12.95086 -8.11391 6.26296
H -13.50249 -9.74321 6.23267
H -12.10646 -8.87098 1.72749
H -13.46983 -9.29826 2.30923
C -18.98738 0.06328 -0.90758
C -17.94714 0.97219 -0.31621
C -16.71259 1.00546 -1.23378
O -15.68197 1.75612 -0.66731
C -14.36532 1.30835 -0.87025
N -18.53129 2.30694 -0.18145
H -19.36314 0.35845 -1.89506
H -19.87025 -0.05860 -0.28133
H -18.60250 -0.90556 -1.23995
H -17.55013 0.68206 0.66000
H -17.03264 1.38549 -2.21407
H -16.38264 -0.02812 -1.41520
H -14.32542 0.27577 -0.50263
H -13.76514 1.94667 -0.22048
H -14.07722 1.46203 -1.91653
H -18.99784 2.57212 -1.04270
H -17.81569 3.01483 -0.04922
C -12.94285 -4.37559 -1.08267
C -13.52990 -4.30261 -2.47720
C -12.57375 -4.56796 -3.63338
O -11.73418 -3.43418 -3.77079
C -10.62941 -3.57765 -4.67892
N -14.77285 -5.10538 -2.46629
H -12.02782 -3.78969 -1.01655
H -12.74414 -5.43004 -0.88942
H -13.70095 -3.97275 -0.41645
H -13.88574 -3.29671 -2.73141
H -13.09825 -4.63209 -4.59758
H -11.93956 -5.46168 -3.54330
H -9.78260 -3.78989 -4.02705
H -10.50447 -2.61138 -5.16255
H -10.82682 -4.33495 -5.43732
H -15.19656 -5.23515 -3.38083
H -14.44510 -6.04260 -2.22781
C -16.82342 -3.71861 6.24216
C -15.70224 -4.52148 6.88048
C -15.85998 -6.04697 6.93755
O -17.05130 -6.45673 7.58128
C -17.03417 -6.34394 8.99920
N -14.40164 -4.10304 6.32289
H -16.88770 -3.99604 5.18098
H -16.59045 -2.66064 6.15999
H -17.77331 -4.01523 6.69042
H -15.60952 -4.19388 7.92310
H -14.95631 -6.62978 7.15128
H -16.04153 -6.47913 5.94217
H -16.71662 -5.36567 9.36420
H -16.33512 -7.09198 9.38711
H -18.02830 -6.58381 9.36758
H -14.21395 -3.10952 6.41179
H -14.48285 -4.13141 5.30680
C -18.38308 -9.40638 0.17847
C -17.50744 -8.22684 -0.21169
C -17.00171 -7.46269 1.01065
O -18.08707 -6.78547 1.60926
C -17.61675 -6.02923 2.72787
N -16.39620 -8.72405 -1.03194
H -19.23448 -9.05761 0.76662
H -17.86702 -10.22510 0.68586
H -18.82725 -9.92191 -0.67669
H -18.07170 -7.54676 -0.85108
H -16.26170 -6.73515 0.65585
H -16.57655 -8.21994 1.68091
H -18.46889 -5.42468 3.02651
H -16.73036 -5.45694 2.44539
H -17.35924 -6.68426 3.56683
H -15.92971 -7.91056 -1.43151
H -15.66136 -9.09005 -0.42545
C -9.02981 -3.94767 1.72908
C -9.48359 -2.68027 1.07200
C -9.10002 -2.47919 -0.37905
O -9.02350 -1.10176 -0.71487
C -10.19921 -0.65498 -1.38618
N -10.94302 -2.44014 1.29196
H -9.07089 -3.79621 2.80683
H -7.98149 -4.13668 1.48411
H -9.65416 -4.80743 1.47822
H -8.96412 -1.84763 1.56838
H -9.55811 -3.14940 -1.11579
H -8.04715 -2.76622 -0.49827
H -10.25504 0.39259 -1.67675
H -11.12480 -0.81714 -0.82160
H -10.30965 -1.28453 -2.27574
H -11.15122 -2.40409 2.28826
H -10.88402 -1.44458 1.06234
C -8.30568 -1.09584 5.80922
C -9.33607 -1.69542 4.88581
C -9.96101 -2.97849 5.41111
O -10.88234 -3.45478 4.43146
C -11.52354 -4.66705 4.76517
N -10.42443 -0.70002 4.73726
H -7.41102 -1.72120 5.91454
H -8.59633 -1.02262 6.86511
H -7.91093 -0.10456 5.58600
H -8.83513 -1.75966 3.91705
H -10.54164 -2.95292 6.33853
H -9.19000 -3.75613 5.52301
H -12.29574 -4.99945 4.07816
H -12.07143 -4.57728 5.71081
H -10.73916 -5.41114 4.93773
H -10.59243 -0.18875 5.59074
H -11.22281 -1.23468 4.41599
C -26.13605 -2.53625 2.33124
C -25.36764 -3.87368 2.50766
C -23.85442 -3.75506 2.54163
O -23.32235 -5.02471 2.30274
C -21.93672 -5.09080 1.98005
N -25.91509 -4.58496 3.67799
H -26.12678 -2.09709 1.33009
H -25.64870 -1.76218 2.92845
H -27.18299 -2.70323 2.57459
H -25.55584 -4.43563 1.58344
H -23.57615 -3.38655 3.54168
H -23.50697 -2.94034 1.89298
H -21.34511 -4.46762 2.65810
H -21.93996 -4.64749 0.97924
H -21.59586 -6.11958 2.03453
H -26.72620 -5.01731 3.24348
H -25.30272 -5.35321 3.93402
C -14.48430 -1.96860 3.83779
C -15.02200 -2.43997 2.47534
C -16.41275 -1.99838 2.06850
O -17.29702 -2.71189 2.91175
C -18.64065 -2.75141 2.50648
N -14.04798 -1.98314 1.46395
H -15.26562 -1.88066 4.58879
H -14.05818 -0.96290 3.78491
H -13.65295 -2.61736 4.11546
H -14.97946 -3.53624 2.47253
H -16.62624 -2.24779 1.02087
H -16.59419 -0.93045 2.23760
H -19.28602 -3.18604 3.27032
H -18.61706 -3.35904 1.59596
H -19.03713 -1.73357 2.40193
H -14.34359 -2.28512 0.54048
H -13.19466 -2.50648 1.64000
C -8.98511 1.42853 1.53336
C -9.61518 2.82602 1.50641
C -10.90149 2.94370 2.33209
O -11.75150 1.88034 1.91053
C -12.94272 1.82462 2.67877
N -8.58625 3.70048 2.05860
H -9.81585 0.74450 1.31808
H -8.67049 1.07344 2.51342
H -8.34411 1.28482 0.66726
H -9.75856 3.24012 0.50400
H -11.38214 3.92207 2.21218
H -10.68260 2.88402 3.40629
H -13.69472 1.18567 2.21408
H -13.27323 2.80730 3.01575
H -12.71043 1.23743 3.58071
H -8.95229 4.47076 2.61727
H -8.04022 3.21173 2.76081
C -18.58244 -4.90372 -1.49812
C -18.84162 -3.71936 -2.44632
C -17.58212 -2.95725 -2.82813
O -17.93878 -1.91828 -3.72380
C -16.79917 -1.39321 -4.36771
N -19.48135 -4.18108 -3.66792
H -17.71662 -5.46338 -1.86580
H -19.42932 -5.58710 -1.49801
H -18.27715 -4.58236 -0.50259
H -19.54218 -3.03304 -1.94646
H -16.94142 -3.70342 -3.30536
H -17.12370 -2.49280 -1.94809
H -16.05071 -0.98835 -3.68263
H -16.94278 -0.66404 -5.16704
H -16.36050 -2.19945 -4.97159
H -19.75104 -3.36424 -4.20308
H -20.31304 -4.71706 -3.45633
C -23.79586 3.08016 4.02529
C -22.95102 2.14711 4.85604
C -22.09788 1.10530 4.05412
O -21.47141 0.35191 5.08443
C -20.12772 -0.04396 4.88141
N -22.19193 2.87656 5.85499
H -23.16725 3.54853 3.26138
H -24.41109 3.79791 4.56210
H -24.52594 2.52734 3.42288
H -23.56018 1.41769 5.40063
H -21.43288 1.58482 3.32712
H -22.70424 0.40183 3.47434
H -19.91674 -0.98761 5.39029
H -19.58624 0.70985 5.46777
H -19.86162 -0.07656 3.82458
H -21.52037 3.49996 5.40702
H -21.56807 2.19748 6.28566
C -16.53199 1.35869 4.09822
C -16.43783 2.86303 4.42374
C -17.70197 3.31315 5.19313
O -18.93118 3.12468 4.51208
C -19.02045 3.65432 3.20313
N -15.22772 3.07329 5.23305
H -17.30183 1.13614 3.35141
H -16.94338 0.88122 4.98977
H -15.63436 0.93395 3.65425
H -16.41689 3.51345 3.55037
H -17.66151 4.34884 5.56406
H -17.85368 2.80785 6.15370
H -19.03781 4.74920 3.29632
H -19.98312 3.45639 2.73436
H -18.22744 3.37353 2.51254
H -15.27524 3.90002 5.81873
H -15.11172 2.30302 5.88223
```

**DFT total energy**: -102221.92524 eV
**LUMO energy**: 0.424 eV
**Orbital gap**: 9.37 eV
**Energy relative to the best compared isomer or geometry (same formula, charge and spin)**: 403.5 kJ/mol
**2S+1**: 1



(2)
The following is a quantum chemistry calculation of C52H34IrN11O4 as an isolated structure, from OMol25.

```
102
C52H34IrN11O4 ωB97M-V with the def2-TZVPD basis set
Ir 1.17684 -0.10674 0.13555
C 0.18563 2.52794 -5.74572
C 0.05287 1.18899 -6.15791
C 0.27241 0.14188 -5.28639
C 0.62657 0.46155 -3.97558
C 0.90684 -0.35216 -2.83514
N 0.89245 -1.70550 -2.82786
C 0.88788 -2.41772 -1.75420
C 0.96599 -3.88275 -1.72764
C 1.08394 -4.79805 -2.75591
C 1.16320 -6.14109 -2.40269
C 1.12478 -6.54081 -1.06709
C 1.00573 -5.61257 -0.03804
C 0.92700 -4.28110 -0.39668
C 0.82347 -3.07073 0.42764
N 0.75940 -3.07031 1.71446
C 0.74708 -1.94657 2.46453
N 0.97207 -0.66321 2.02914
C 0.96509 0.18793 3.10746
N 1.22073 1.51071 3.10128
C 1.36499 2.21007 2.02526
N 1.17974 1.80745 0.71327
C 1.44978 2.86086 -0.14515
N 1.37950 2.86982 -1.43440
C 1.13092 1.77465 -2.18288
N 1.22439 0.46683 -1.77892
C 0.76331 1.79852 -3.56561
C 0.54537 2.85128 -4.45304
C 1.80117 4.02599 0.67583
C 2.14850 5.31315 0.31784
C 2.44181 6.19934 1.34979
C 2.38688 5.80018 2.68404
C 2.03644 4.50026 3.03570
C 1.74510 3.62810 2.00642
C 0.70526 -0.58151 4.28642
C 0.60253 -0.21822 5.62788
C 0.35660 -1.22399 6.54107
C 0.22072 -2.56429 6.13694
C 0.32677 -2.93112 4.81039
C 0.56880 -1.91885 3.88280
N 0.80617 -1.97796 -0.43402
H 0.00732 3.31725 -6.46302
H -0.22249 0.98213 -7.18307
H 0.18313 -0.88869 -5.60094
H 1.11504 -4.47592 -3.78777
H 1.25705 -6.89143 -3.17600
H 1.19120 -7.59364 -0.82889
H 0.97902 -5.91364 0.99990
H 0.65697 3.87853 -4.13498
H 2.19514 5.61188 -0.72004
H 2.72199 7.21697 1.11403
H 2.62417 6.51581 3.45916
H 1.99707 4.17892 4.06700
H 0.71636 0.81265 5.93313
H 0.27165 -0.98236 7.59183
H 0.03353 -3.32129 6.88632
H 0.23205 -3.96119 4.49649
C -6.33380 -1.72320 2.71124
C -6.17891 -0.44190 1.93962
C -5.27322 0.53610 2.33211
C -5.12273 1.71751 1.62012
C -5.86722 1.92989 0.46846
N -5.73908 3.10156 -0.31882
C -4.66045 3.94470 -0.44457
O -4.78179 5.12905 -0.65995
N -3.39101 3.37415 -0.36744
C -2.98770 2.07121 -0.66510
C -3.67148 1.23068 -1.53918
C -3.19040 -0.04756 -1.74676
C -2.02168 -0.44515 -1.11960
N -1.34050 0.37082 -0.31692
C -1.82099 1.58836 -0.08262
C -6.78849 0.96715 0.06909
C -6.94535 -0.19523 0.80300
H -5.82834 -1.66637 3.67423
H -5.91167 -2.56582 2.16027
H -7.38495 -1.94712 2.89352
H -4.68376 0.38613 3.22901
H -4.43476 2.47447 1.97166
H -6.59829 3.55100 -0.59809
H -2.67226 4.07318 -0.26142
H -4.56614 1.57508 -2.03748
H -3.70851 -0.73159 -2.40405
H -1.61984 -1.44044 -1.25934
H -1.25450 2.21462 0.59652
H -7.38057 1.13126 -0.82325
H -7.67438 -0.92890 0.48053
O 7.29852 -0.29684 -0.65640
C 6.42138 -1.15886 -1.15025
C 6.89268 -2.13332 -2.04490
C 6.02719 -3.05641 -2.58034
C 4.66740 -3.04274 -2.24514
C 4.20237 -2.08378 -1.36782
C 5.04858 -1.13077 -0.80876
C 4.53929 -0.10375 0.12699
O 5.27856 0.74112 0.62670
O 3.25852 -0.11281 0.38604
H 6.79463 0.30067 -0.03796
H 7.94547 -2.13268 -2.29071
H 6.40612 -3.80257 -3.26624
H 3.98935 -3.77249 -2.66761
H 3.15881 -2.05465 -1.09035
```

**DFT total energy**: -81892.62715 eV
**<S²>**: 8.80
**LUMO energy (spin up / spin down)**: -4.055 / -5.869 eV
**Orbital gap (spin up / spin down)**: 5.02 / 4.35 eV
**Energy relative to the best compared isomer or geometry (same formula, charge and spin)**: 0.0 kJ/mol
**Net charge**: +1
**2S+1**: 6